[1]
C22H34N3O7P2SY | ωB97M-V with the def2-TZVPD basis set

Element x y z (Å)
Y: 9.3324 9.7535 12.8406
S: 9.5274 7.6105 14.3795
P: 10.7137 12.9053 13.3566
P: 12.7385 10.5708 12.5658
O: 9.6951 11.8494 12.9508
O: 13.0586 11.1672 11.1308
O: 11.6462 9.5532 12.4775
O: 11.8153 11.2885 14.9065
O: 10.9204 13.5071 11.8438
O: 14.1516 10.0488 13.0272
O: 10.3655 13.8518 14.3937
N: 9.6923 7.5472 11.7930
N: 8.3709 5.9534 12.5509
N: 7.3883 10.0092 11.5503
C: 7.9943 6.0685 11.1508
C: 9.2062 6.8290 10.6150
C: 6.3840 11.2505 14.7465
C: 6.0124 8.8819 15.2699
C: 7.1199 9.8527 10.1810
C: 5.6678 10.0796 14.6158
C: 8.2238 10.1306 9.3057
C: 6.1641 12.4779 13.9831
C: 4.7034 8.9613 10.2397
C: 6.0246 9.2255 9.5445
C: 7.3793 8.6273 7.5613
C: 7.8030 10.0646 16.3587
C: 9.2133 6.9941 12.8136
C: 12.2649 12.0016 13.7771
C: 8.9537 10.1581 17.2635
C: 13.4380 12.9039 14.1308
C: 6.2241 8.5925 8.3241
C: 5.2611 7.5944 15.0428
C: 8.2996 9.6119 7.9886
C: 7.0919 8.8943 16.1420
C: 7.4907 11.2071 15.6071
C: 9.4724 10.8322 9.7296
H: 11.2059 14.4163 11.8511
H: 7.6730 5.6496 13.2014
H: 13.7047 13.3887 13.2152
H: 8.1002 12.0719 15.7274
H: 4.4051 7.4138 15.6873
H: 9.3300 11.1247 17.2592
H: 9.7628 9.4741 17.0837
H: 7.0819 6.5808 10.9984
H: 7.3918 7.9838 16.6762
H: 4.6540 7.9129 10.5587
H: 4.7712 9.4677 11.2065
H: 5.2756 12.4061 13.3329
H: 6.4963 10.1788 12.1069
H: 9.9880 11.1852 8.7698
H: 7.5797 8.0280 6.6614
H: 8.6185 10.0039 18.3138
H: 9.2622 11.7279 10.3672
H: 6.0982 13.3518 14.6393
H: 9.1777 9.7757 7.3423
H: 5.4045 7.9894 7.9378
H: 14.1840 9.4605 13.8391
H: 11.5098 11.9585 15.5383
H: 7.9793 5.0828 10.6997
H: 5.9126 6.7276 15.2677
H: 13.0510 13.6195 14.9047
H: 9.9818 6.1066 10.3652
H: 9.0549 7.5135 9.8119
H: 10.1717 10.1696 10.2760
H: 14.2756 12.3173 14.4377
H: 4.9406 7.4274 14.0162
H: 3.7638 9.1344 9.6939
H: 6.9799 12.6765 13.3124
H: 12.3033 11.6432 10.8003
H: 4.6918 10.1399 13.9823

Energy above the lowest of the compared OMol25 structures with the same formula, charge and spin in eV: 0.000
Orbital gap in eV: 6.99
HOMO level in eV: -6.89
Charge: 0
Largest force on an atom in eV Å⁻¹: 3.42

---

[2]
C29H38AlOS | ωB97M-V with the def2-TZVPD basis set

Element x y z (Å)
S: 1.8485 0.5511 4.5904
Al: -0.1254 -1.6486 2.8700
O: -1.7515 -0.9921 3.1252
C: 3.9981 -2.4630 -1.3595
C: 2.1456 1.1477 2.9112
C: -1.7706 -5.4679 0.2194
C: 3.3290 4.8948 -3.6818
C: 1.3010 4.9107 -4.9723
C: -0.4250 -3.8347 -0.9170
C: 2.8273 -0.0520 -2.0686
C: 4.0360 -0.4295 -2.6385
C: 2.2497 5.5843 -4.2160
C: 2.7915 -2.0835 -0.7869
C: -4.6018 2.1353 0.5126
C: 0.4816 -4.8251 -1.2655
C: -5.3624 3.2295 0.1253
C: -6.5796 0.7734 0.5505
C: 3.4611 3.5318 -3.9067
C: -5.2092 0.9061 0.7246
C: -0.8618 -6.4580 -0.1258
C: -1.8910 0.3826 3.3447
C: 3.5671 0.9266 2.3700
C: 4.6225 -1.6365 -2.2843
C: -2.1685 0.7069 4.8109
C: -7.3419 1.8673 0.1637
C: -1.5506 -4.1561 -0.1733
C: -6.7332 3.0962 -0.0493
C: 0.2675 -6.1371 -0.8662
C: 1.0561 -1.0714 4.4215
C: 2.2046 -0.8768 -1.1415
C: 2.5135 2.8590 -4.6648
C: 1.4319 3.5474 -5.1955
H: -3.5335 2.2352 0.6552
H: -0.2152 -3.2736 2.9075
H: 2.3745 0.8944 -2.3397
H: 4.2967 2.9910 -3.4806
H: -7.0537 -0.1854 0.7180
H: 1.4210 0.6697 2.2527
H: -2.2371 -3.3736 0.1220
H: 3.5637 0.3635 1.4351
H: -7.3273 3.9504 -0.3496
H: 0.9831 -6.9075 -1.1263
H: 1.8211 -1.8363 4.5911
H: 4.0639 5.4179 -3.0836
H: 1.2734 -0.5864 -0.6718
H: 4.0788 1.8728 2.1814
H: 4.4540 -3.4053 -1.0812
H: 4.5253 0.2191 -3.3563
H: 4.1684 0.3644 3.0852
H: -4.8860 4.1878 -0.0384
H: -4.6106 0.0573 1.0307
H: 0.3794 -1.1094 5.2831
H: 0.4543 5.4472 -5.3813
H: -2.8056 -0.0763 5.2256
H: -2.6778 1.6684 4.9223
H: 1.3667 -4.5683 -1.8350
H: -0.2439 -2.8078 -1.2065
H: 0.4359 -1.1761 1.4078
H: -2.7247 0.7623 2.7348
H: 2.3022 -2.7169 -0.0574
H: 1.9005 2.2116 2.9457
H: -2.6386 -5.7131 0.8178
H: -8.4115 1.7624 0.0304
H: 2.1435 6.6465 -4.0357
H: 2.6123 1.7934 -4.8307
H: 5.5666 -1.9312 -2.7263
H: -1.0270 -7.4795 0.1946
H: 0.6879 3.0193 -5.7779
H: -1.2416 0.7462 5.3859
H: -0.9997 0.9474 3.0252

Orbital gap in eV: 6.96
HOMO level in eV: -4.51
Charge: -1
Largest force on an atom in eV Å⁻¹: 0.33

---

[3]
LiN3O17S2Sr | ωB97M-V with the def2-TZVPD basis set

Element x y z (Å)
Sr: 2.0478 -0.0258 1.6974
S: 0.3146 -1.0977 4.2477
S: 2.3200 -3.4727 0.2907
O: 0.9315 1.7581 -5.5457
O: -0.2020 -0.3247 0.7538
O: -2.9356 4.3849 0.9515
O: -3.0173 2.9862 -0.7401
O: -0.8786 0.9008 -0.9723
O: -0.7729 -1.9142 4.7716
O: 1.3310 -0.8268 5.3119
O: -1.2142 -1.2277 -0.9210
O: 2.7980 -4.0485 -1.0064
O: 0.9518 -1.8295 3.1266
O: 2.8912 -4.1660 1.4341
O: -1.6213 4.6656 -0.7552
O: 2.7486 -2.0748 0.2910
O: -0.1715 1.8390 -3.6330
O: -0.9845 0.7304 -5.3168
O: 0.8464 -3.4234 0.2739
O: -0.2389 0.1552 3.6859
N: -2.5321 3.9784 -0.1683
N: -0.7392 -0.2286 -0.4055
N: -0.0356 1.4488 -4.8359
Li: -1.8373 1.8131 -2.5359

Orbital gap in eV: 3.46
HOMO level in eV: 3.87
Charge: -4
Largest force on an atom in eV Å⁻¹: 5.37

---

[4]
C5H20O5 | ωB97M-V with the def2-TZVPD basis set

Element x y z (Å)
O: -3.4363 3.9662 -0.4297
O: 0.3662 -0.4668 -0.4256
O: -1.1813 0.0276 4.3257
O: 1.5940 -1.2379 -2.8341
O: 1.4998 -2.1866 1.4547
C: 1.7621 -2.6122 -2.4703
C: -2.3761 3.6355 -1.2644
C: -1.1612 0.9926 3.2489
C: -0.9358 0.0446 -0.7024
C: 2.9229 -1.8614 1.2287
H: -1.7251 -0.6883 -0.8700
H: 1.9533 -1.1159 -3.7159
H: 2.8153 -2.8572 -2.3330
H: -0.7990 0.5109 2.3407
H: 3.5762 -2.1984 2.0335
H: -2.0623 4.5354 -1.7933
H: 1.4375 -3.2471 -3.2948
H: -0.9221 0.5829 -1.6501
H: 0.7925 -0.7178 -1.2484
H: -0.4303 -0.5578 4.2029
H: 2.9011 -0.7802 1.0924
H: -2.1478 1.3999 3.0278
H: -1.6274 3.1816 -0.6152
H: 3.3148 -2.2975 0.3097
H: -3.9360 3.1991 -0.1409
H: -0.4302 1.7885 3.3914
H: -1.3077 0.7407 0.0494
H: 1.0225 -1.9489 0.6564
H: 1.2779 -2.8238 -1.5169
H: -2.7576 2.9923 -2.0574

Energy above the lowest of the compared OMol25 structures with the same formula, charge and spin in eV: 2.299
Orbital gap in eV: 10.27
HOMO level in eV: -9.92
Charge: 0
Largest force on an atom in eV Å⁻¹: 2.14